Molecular formula: C18H30InNO2P2
Method: DFT, ωB97M-V/def2-TZVPD

Computed properties:
Orbital gap, hartree: 0.205
Net charge: +2
Relative energy (zero: lowest compared OMol25 entry of this formula, charge and spin), kJ/mol: 71.4
E_tot, eV: -48474.553

Cartesian coordinates (Å):
In  -0.231  -0.740  -0.048
P  -0.827  1.168  1.544
C  -1.724  2.276  0.397
C  -0.871  2.617  -0.795
N  -0.185  1.597  -1.332
C  0.410  1.733  -2.522
C  0.518  2.990  -3.128
C  -0.106  4.087  -2.535
C  -0.832  3.898  -1.360
C  0.960  0.489  -3.195
P  0.148  -1.033  -2.574
H  -1.360  4.702  -0.847
H  1.069  3.059  -4.064
H  -0.047  5.073  -2.993
H  0.798  0.546  -4.283
H  2.043  0.392  -3.010
H  -2.638  1.652  0.024
H  -2.053  3.178  0.926
H  -3.417  -0.610  -0.854
O  -3.572  0.423  -0.816
H  -4.517  0.542  -0.624
H  -1.941  -2.043  -0.572
O  -2.885  -2.061  -0.979
H  -3.233  -2.939  -0.716
C  -1.340  -1.134  -3.611
H  -1.022  -1.236  -4.659
H  -1.945  -1.999  -3.305
H  -1.942  -0.223  -3.504
C  1.217  -2.374  -3.153
H  0.865  -3.321  -2.720
H  1.163  -2.435  -4.250
H  2.254  -2.186  -2.842
C  0.585  2.101  2.208
H  0.218  2.824  2.952
H  1.279  1.408  2.706
H  1.119  2.641  1.415
C  -1.951  0.991  2.947
H  -1.562  0.209  3.612
H  -1.999  1.945  3.492
H  -2.954  0.719  2.591
C  1.819  -1.157  0.699
C  1.929  -1.725  2.077
C  0.848  -2.176  2.867
C  1.085  -2.693  4.145
C  2.392  -2.800  4.633
C  3.466  -2.344  3.854
C  3.231  -1.806  2.596
H  2.312  -0.175  0.619
H  2.241  -1.823  -0.071
H  -0.177  -2.117  2.479
H  0.244  -3.025  4.759
H  2.576  -3.232  5.616
H  4.489  -2.411  4.224
H  4.053  -1.441  1.977



Molecular formula: C32H79BrN5O4P2Si3Tl
Method: DFT, ωB97M-V/def2-TZVPD

Computed properties:
Orbital gap, hartree: 0.214
Net charge: -2
Relative energy (zero: lowest compared OMol25 entry of this formula, charge and spin), kJ/mol: 0.0
E_tot, eV: -167060.166

Cartesian coordinates (Å):
Tl  9.261  12.375  12.022
C  8.523  15.128  14.593
Si  10.290  14.825  15.287
C  10.146  13.268  16.380
C  10.350  16.168  16.612
C  11.661  14.930  14.104
Si  11.862  16.468  13.238
C  12.214  16.375  11.355
C  10.401  17.669  13.278
C  13.231  17.644  13.792
Si  12.988  13.807  14.360
C  13.976  14.078  16.026
C  14.338  13.799  13.070
C  12.453  11.965  14.554
C  13.274  11.031  15.179
C  12.866  9.701  15.314
C  11.563  9.344  14.930
C  10.776  10.345  14.402
N  11.189  11.595  14.192
H  7.869  15.583  15.321
H  8.043  14.179  14.306
H  8.572  15.697  13.668
H  9.621  13.609  17.252
H  11.105  12.908  16.748
H  9.626  12.458  15.892
H  9.449  16.136  17.230
H  10.457  17.189  16.206
H  11.154  16.008  17.338
H  11.300  15.959  10.948
H  13.070  15.720  11.132
H  12.401  17.353  10.890
H  10.020  17.894  14.314
H  9.558  17.293  12.708
H  10.707  18.661  12.913
H  14.122  17.023  13.921
H  13.014  18.041  14.777
H  13.444  18.442  13.080
H  14.359  15.103  16.093
H  14.793  13.403  16.225
H  13.178  13.896  16.794
H  14.734  14.801  12.867
H  13.977  13.432  12.127
H  15.156  13.138  13.425
H  14.294  11.290  15.344
H  13.531  8.964  15.735
H  11.156  8.373  15.018
H  9.759  10.135  14.105
O  6.035  14.131  12.279
H  6.433  13.456  12.884
H  6.824  14.639  12.026
O  5.444  12.048  10.386
H  5.587  12.818  10.958
H  5.790  11.354  10.963
O  12.140  13.161  10.844
H  11.929  13.474  11.769
H  11.642  12.319  10.730
Br  6.962  10.889  13.574
C  9.072  18.377  9.616
N  8.437  17.393  8.724
C  8.661  17.529  7.294
P  8.000  15.873  9.251
O  7.869  15.933  10.713
N  9.111  14.861  8.565
C  10.525  15.225  8.557
C  8.811  13.436  8.600
N  6.605  15.463  8.476
C  6.483  14.700  7.226
C  5.330  15.639  9.191
H  10.160  18.288  9.634
H  8.703  18.265  10.634
H  8.813  19.409  9.250
H  9.710  17.348  6.958
H  8.333  18.549  6.956
H  8.011  16.845  6.737
H  10.654  16.282  8.863
H  10.938  15.174  7.532
H  11.080  14.616  9.236
H  7.809  13.203  9.063
H  8.698  13.026  7.579
H  9.562  12.816  9.105
H  7.434  14.674  6.676
H  5.732  15.216  6.579
H  6.167  13.670  7.363
H  5.523  16.097  10.153
H  4.877  14.646  9.321
H  4.624  16.292  8.646
C  8.998  7.858  8.003
C  8.995  8.978  9.062
C  8.130  10.142  8.517
C  8.250  8.475  10.299
P  10.686  9.706  9.527
N  10.489  10.986  10.400
C  11.695  8.433  10.468
C  12.055  7.052  9.837
C  10.921  8.005  11.730
C  13.020  9.144  10.896
C  11.655  10.077  7.898
C  10.774  10.634  6.709
C  12.645  11.236  8.193
C  12.465  8.907  7.348
H  7.970  7.626  7.659
H  9.484  6.980  8.401
H  9.534  8.126  7.115
H  7.161  9.712  8.359
H  8.403  10.602  7.571
H  8.072  10.874  9.343
H  7.214  8.356  10.017
H  8.294  9.198  11.112
H  8.604  7.495  10.635
H  11.237  6.589  9.237
H  12.290  6.348  10.651
H  12.935  7.117  9.189
H  10.176  7.217  11.543
H  10.487  8.827  12.301
H  11.629  7.599  12.442
H  13.703  9.304  10.038
H  13.556  8.534  11.616
H  12.775  10.089  11.376
H  10.150  11.466  7.021
H  10.083  9.885  6.276
H  11.459  10.929  5.932
H  12.069  12.125  8.489
H  13.230  11.441  7.255
H  13.365  10.964  8.964
H  11.846  8.042  7.175
H  13.293  8.662  7.988
H  12.913  9.212  6.386